# 1
122
Properties=species:S:1:pos:R:3:lowdin_charge:R:1 method="wB97M-V/def2-TZVPD" multiplicity=1 e_above_lowest_kj_mol=127.28 molar_mass_g_mol=1065.37
S -21.459 17.515 3.339 0.831
S -20.049 18.351 -2.787 0.863
S -21.668 22.492 -0.581 0.846
S -22.870 13.779 3.805 0.832
S -23.629 16.210 -1.026 0.854
S -23.814 16.501 8.730 0.825
S -17.280 20.436 6.438 0.846
S -16.079 20.192 1.268 0.876
F -24.224 19.966 2.786 0.126
F -27.294 14.915 4.362 0.168
F -24.868 20.926 4.575 0.140
F -25.385 18.702 5.856 0.140
F -24.336 17.542 4.467 0.118
F -26.305 15.849 2.717 0.233
F -29.021 15.329 2.148 0.162
F -28.722 17.443 2.381 0.120
O -17.334 19.839 0.514 -0.588
O -21.405 13.661 3.498 -0.557
O -21.575 18.685 2.341 -0.561
O -21.216 11.631 7.371 0.028
O -17.381 18.956 6.361 -0.584
O -21.607 23.515 0.538 -0.605
O -23.093 15.539 9.677 -0.561
O -26.935 17.053 4.452 0.012
O -17.563 14.524 4.442 0.094
O -24.452 17.005 -2.038 -0.557
O -20.756 19.689 -3.026 -0.584
C -18.041 10.460 3.598 -0.083
C -23.252 14.406 5.499 -0.235
C -20.408 14.147 8.330 -0.026
C -20.152 21.451 -0.457 -0.259
C -16.197 21.916 2.095 -0.218
C -22.926 18.092 8.550 -0.256
C -25.154 18.569 4.558 -0.530
C -16.382 20.672 8.053 -0.250
C -20.023 15.336 8.792 -0.083
C -19.885 13.640 7.135 -0.094
C -24.372 19.826 4.077 -0.380
C -18.803 9.680 4.376 -0.076
C -23.393 11.996 4.081 -0.219
C -19.391 11.683 5.654 -0.060
C -25.254 17.184 9.683 -0.236
C -18.984 16.055 8.167 -0.031
C -21.366 17.057 -3.243 -0.250
C -19.582 10.295 5.375 0.017
C -26.416 18.326 3.844 -0.002
C -17.835 11.832 3.798 0.012
C -18.358 13.921 5.143 -0.280
C -20.868 17.965 4.986 -0.247
C -23.850 17.101 0.579 -0.249
C -18.563 12.468 4.790 -0.082
C -18.922 20.921 7.165 -0.252
C -22.927 21.228 -0.140 -0.253
C -28.621 16.240 2.959 -0.371
C -24.761 14.854 -0.549 -0.251
C -16.429 19.313 2.861 -0.270
C -20.314 12.268 6.705 -0.220
C -18.990 14.406 6.405 -0.090
C -20.073 16.427 2.799 -0.221
C -27.235 15.972 3.552 -0.606
C -19.947 18.039 -0.981 -0.255
C -18.485 15.581 6.950 -0.003
H -17.700 16.131 6.453 0.111
H -19.154 20.533 8.157 0.049
H -16.144 21.726 8.197 0.046
H -16.234 21.975 3.182 0.032
H -21.147 18.976 5.283 0.040
H -22.341 17.485 -3.011 0.009
H -21.109 16.129 -2.732 0.025
H -20.281 15.691 9.779 0.109
H -20.088 20.983 -1.440 -0.002
H -16.920 22.553 1.585 0.050
H -16.929 20.498 8.980 0.046
H -23.481 18.773 7.905 0.045
H -25.733 15.304 -0.347 0.056
H -21.253 17.246 5.709 0.035
H -21.355 16.771 -4.295 0.042
H -18.722 8.604 4.325 0.110
H -19.775 20.649 6.544 0.030
H -21.197 13.566 8.784 0.122
H -21.901 17.921 8.222 0.032
H -24.297 14.346 5.803 0.060
H -24.812 17.745 10.506 0.045
H -26.284 18.236 2.766 0.139
H -17.356 10.053 2.869 0.108
H -22.991 17.742 0.774 0.002
H -22.826 18.582 9.519 0.051
H -19.697 17.021 -0.684 0.057
H -15.706 19.639 3.608 0.037
H -22.948 15.451 5.560 0.016
H -23.897 21.698 0.027 0.046
H -20.927 18.282 -0.570 0.035
H -25.871 16.396 10.115 0.053
H -27.069 19.147 4.141 0.157
H -24.794 17.614 0.762 0.058
H -22.761 20.702 0.801 0.026
H -29.345 16.195 3.772 0.175
H -19.012 21.999 7.297 0.049
H -17.441 19.636 3.105 0.041
H -25.838 17.883 9.084 0.048
H -24.748 14.134 -1.366 0.046
H -19.786 17.906 5.102 0.041
H -22.648 13.832 6.202 0.036
H -24.337 14.319 0.301 0.040
H -20.203 9.654 5.983 0.113
H -20.213 20.652 0.282 0.038
H -17.119 12.391 3.213 0.121
H -20.386 15.798 1.966 0.047
H -23.828 16.465 1.464 0.028
H -19.212 18.780 -0.665 0.009
H -15.577 19.940 8.122 0.052
H -23.011 20.576 -1.009 0.045
H -15.207 22.294 1.838 0.023
H -18.579 16.949 8.617 0.102
H -19.822 15.664 3.535 0.021
H -19.191 17.010 2.533 0.057
H -16.542 18.229 2.828 0.051
H -24.471 12.043 4.233 0.038
H -23.329 19.807 4.395 0.152
H -22.937 11.481 4.927 0.047
H -23.292 11.411 3.166 0.047
H -19.215 22.007 -0.452 0.049

***

# 2
112
Properties=species:S:1:pos:R:3:lowdin_charge:R:1 method="wB97M-V/def2-TZVPD" charge=-2 multiplicity=1 e_above_lowest_kj_mol=46.50 molar_mass_g_mol=914.67
Ag 0.772 1.861 -0.493 0.760
Se 0.144 -0.913 2.177 1.109
P -0.448 0.845 -3.317 0.272
P 0.249 3.883 -2.524 0.251
O 1.719 3.623 -2.506 -0.347
O -0.615 3.967 -1.312 -0.335
O 0.047 5.308 -3.354 -0.193
O 2.404 0.671 0.767 -0.216
O 0.773 0.537 -2.514 -0.328
O -1.431 0.637 -0.045 -0.165
O -0.500 0.323 -4.747 -0.361
O -1.791 0.602 -2.557 -0.185
N 1.660 4.871 2.135 -0.182
N 0.575 2.656 -4.869 0.123
N 2.222 3.166 3.633 -0.187
N 0.652 2.804 1.863 0.162
C -4.276 -1.385 0.895 -0.011
C -4.436 0.899 -0.138 -0.521
C 1.036 -5.012 -1.614 -0.053
C 3.466 -1.133 -0.389 -0.093
C 0.864 5.296 0.995 -0.099
C 4.021 0.881 -1.792 -0.056
C 3.409 -2.469 -0.754 0.002
C 2.318 -4.805 -0.796 -0.564
C -1.794 3.105 -4.301 -0.097
C 1.437 -2.825 0.503 -0.095
C -4.425 -3.698 2.006 -0.565
C 5.633 -0.989 -1.719 -0.091
C -5.923 -3.617 1.707 -0.081
C 3.046 5.293 2.003 -0.083
C 2.404 -3.348 -0.345 -0.199
C 2.146 3.996 4.811 -0.097
C 1.444 -1.498 0.887 -0.406
C -3.682 -2.431 1.590 -0.202
C 2.346 1.750 3.900 -0.081
C -3.596 -0.251 0.450 -0.087
C -5.615 1.190 0.812 -0.072
C -2.175 -0.219 0.572 -0.375
C -1.601 -1.198 1.436 -0.416
C -2.331 -2.274 1.901 -0.110
C 3.509 -5.218 -1.663 -0.082
C 1.457 3.539 2.517 -0.444
C 2.436 -0.573 0.442 -0.428
C -3.686 2.231 -0.279 -0.057
C 4.593 -0.225 -0.895 -0.533
C 2.281 -5.735 0.426 -0.065
C -0.441 2.695 -3.743 -0.510
C 5.329 0.408 0.296 -0.056
C -4.260 -3.947 3.512 -0.064
C -3.847 -4.898 1.241 -0.056
C -4.993 0.499 -1.513 -0.047
H 3.420 -6.275 -1.931 0.072
H -6.260 0.326 0.967 0.060
H 3.205 1.592 4.557 0.081
H 1.056 -4.396 -2.515 0.090
H -5.630 -0.387 -1.439 0.072
H -0.169 4.982 1.112 0.073
H 6.093 -1.800 -1.147 0.076
H -3.177 2.509 0.645 0.094
H 2.507 1.219 2.960 0.062
H 5.200 -1.411 -2.629 0.079
H 3.550 -4.638 -2.586 0.082
H -5.337 -1.440 0.689 0.083
H 0.487 3.457 -5.488 0.140
H 1.953 5.028 4.525 0.075
H 4.828 1.531 -2.150 0.077
H 0.348 1.682 -5.290 0.116
H 0.503 1.881 2.261 -0.007
H 5.795 -0.368 0.911 0.079
H 4.184 -2.850 -1.405 0.074
H 3.095 6.385 2.025 0.076
H -3.976 -4.761 0.166 0.087
H -2.936 2.228 -1.060 0.049
H 0.157 -4.720 -1.039 0.076
H -4.820 -4.837 3.817 0.072
H 1.342 3.666 5.487 0.082
H -5.241 1.510 1.788 0.087
H -4.341 -5.829 1.538 0.073
H -1.645 0.623 -1.500 0.040
H 1.400 -5.545 1.040 0.071
H -6.112 -3.515 0.637 0.080
H -6.228 1.996 0.399 0.071
H -0.671 5.773 -2.913 0.049
H -4.422 3.008 -0.516 0.077
H 0.633 -3.455 0.876 0.092
H 4.629 0.971 0.911 0.067
H 1.221 4.853 0.059 0.057
H 3.088 3.953 5.368 0.076
H -1.732 4.072 -4.811 0.066
H 3.647 4.894 2.815 0.069
H 0.924 -6.062 -1.909 0.072
H -2.778 -4.998 1.434 0.076
H 6.116 1.080 -0.065 0.071
H -1.813 -3.005 2.512 0.083
H 3.161 -5.577 1.052 0.083
H -6.416 -4.531 2.051 0.073
H 2.256 -6.784 0.112 0.070
H 1.456 1.331 4.391 0.078
H -3.214 -4.101 3.780 0.071
H -6.384 -2.768 2.216 0.082
H 3.505 0.450 -2.652 0.080
H -2.178 2.346 -4.985 0.076
H -5.591 1.315 -1.931 0.075
H 3.303 1.499 -1.259 0.048
H 1.498 2.670 -4.416 0.125
H -2.494 3.200 -3.471 0.078
H 6.425 -0.296 -2.017 0.072
H 3.476 4.947 1.053 0.095
H -4.176 0.282 -2.201 0.070
H 0.924 6.385 0.923 0.078
H 4.454 -5.079 -1.133 0.080
H -4.626 -3.092 4.083 0.086

***

# 3
116
Properties=species:S:1:pos:R:3:lowdin_charge:R:1 method="wB97M-V/def2-TZVPD" smiles="CCCCC[C@@]1(CCC)[C@H](OC#N)OS(=O)(=O)[C@](OCC)(B(O)N(C)C)[C@@]1(Cc1ccccc1C)P(C)C.BrCCBr.BrCCBr.BrCCBr.BrCCBr" multiplicity=1 molar_mass_g_mol=1319.97
Br 3.031 1.078 -6.614 0.598
Br -1.301 -0.836 -7.148 0.606
Br 4.364 -6.619 -1.671 0.678
Br 0.665 -2.802 -4.738 0.654
Br -1.452 6.064 5.950 0.617
Br 0.669 -7.083 -1.361 0.645
Br 5.050 -1.960 -6.080 0.597
Br -3.450 6.889 2.969 0.669
S -3.524 0.390 0.810 0.708
P -1.246 -0.685 3.471 1.005
O -1.547 -2.495 -0.462 0.043
O -2.805 1.353 3.076 -0.205
O -1.773 3.784 2.269 0.113
O -4.346 -0.399 1.673 -0.227
O -2.882 -0.616 -0.270 -0.148
O -4.328 1.332 0.101 -0.232
N -3.496 -3.601 -1.487 0.182
N -2.217 3.227 -0.059 -0.139
C 2.681 -2.675 0.258 -0.183
C -3.995 2.100 3.257 -0.253
C 2.577 -4.232 0.196 -0.276
C 3.823 -0.134 -7.912 -0.699
C -4.864 1.381 4.298 -0.042
C -1.073 -3.181 -5.528 -0.673
C 3.733 -1.567 -7.458 -0.700
C -0.822 0.398 1.911 -0.296
C -2.205 1.251 1.805 -0.293
C -1.852 -1.362 0.384 -0.285
C -1.907 7.806 3.720 -0.669
C 1.414 -1.956 -0.295 -0.167
C 2.058 -8.337 -1.884 -0.688
C 3.473 1.535 0.118 -0.080
C -0.388 0.374 -0.604 -0.112
C -2.602 -2.989 -1.033 -0.310
C 2.692 -4.846 1.613 -0.101
C -0.900 -2.469 3.520 -0.294
C -0.894 6.824 4.249 -0.694
C -1.119 -2.765 -6.972 -0.695
C -0.515 -0.249 -2.011 -0.228
C 2.458 1.043 0.870 -0.063
C -0.715 0.065 5.057 -0.260
C 0.413 0.502 -2.983 -0.102
C 1.020 4.250 2.239 -0.049
C -1.005 3.809 -0.641 -0.067
C 0.431 1.214 2.417 -0.094
C -3.335 4.165 -0.174 -0.075
C 0.528 -1.561 0.902 -0.136
C 3.325 -8.162 -1.085 -0.667
C 1.776 3.184 1.464 -0.214
C 2.804 3.694 0.698 -0.063
C 1.533 1.818 1.544 -0.152
C 3.655 2.896 -0.006 -0.072
C -0.591 -0.500 0.653 -0.294
B -2.019 2.790 1.339 -0.533
H 0.526 0.966 -0.596 0.098
H -2.286 -1.788 1.295 0.132
H 1.789 -1.088 -0.840 0.097
H 0.050 7.325 4.454 0.062
H 2.973 4.765 0.648 0.118
H -0.722 5.990 3.573 0.018
H 0.119 -2.512 1.250 0.098
H 4.473 3.275 -0.604 0.109
H 3.146 -8.033 -0.022 0.049
H 0.286 -0.293 5.338 0.038
H 2.760 -1.821 -7.046 0.016
H 1.630 -9.320 -1.699 0.056
H -1.413 -2.893 4.388 0.046
H 3.966 -2.242 -8.278 0.057
H 4.845 0.195 -8.069 0.048
H 0.879 -2.653 -0.936 0.097
H 0.115 1.972 3.133 0.098
H 1.452 0.512 -2.637 0.072
H -0.320 -1.314 -2.107 0.062
H -3.776 4.139 -1.171 0.099
H 1.008 0.514 3.031 0.106
H 0.542 3.852 3.130 0.068
H -2.967 5.190 0.019 0.077
H -1.997 -3.182 -7.462 0.058
H -1.815 -2.677 -4.916 0.053
H -3.757 3.072 3.716 0.118
H 3.745 -4.914 1.899 0.074
H -1.486 8.381 2.898 0.061
H 2.262 -5.851 1.614 0.055
H -0.230 -3.052 -7.524 0.046
H -5.659 2.089 4.558 0.082
H 2.427 -0.037 0.945 0.090
H 4.161 0.869 -0.392 0.112
H -2.573 4.276 2.494 0.042
H 3.981 -9.015 -1.240 0.055
H 3.424 -4.605 -0.382 0.000
H 0.166 -2.722 3.676 0.034
H 3.251 0.013 -8.826 0.057
H -1.216 4.001 -1.703 0.098
H -0.822 4.801 -0.196 0.083
H 0.318 0.122 -4.000 0.029
H -4.290 1.101 5.179 0.080
H 1.623 -4.510 -0.246 0.050
H 1.776 4.947 2.623 0.088
H 1.140 -1.226 1.741 0.095
H -1.396 -0.266 5.844 0.041
H 0.340 4.848 1.638 0.063
H 2.815 -2.415 1.315 0.092
H 2.213 -8.205 -2.950 0.050
H -1.521 -0.086 -2.412 0.118
H -1.192 1.124 -0.596 0.102
H -0.139 3.148 -0.619 0.075
H -1.201 -4.258 -5.434 0.060
H 3.592 -2.347 -0.250 0.106
H -4.643 2.306 2.399 0.123
H -0.717 1.153 5.067 0.040
H -2.283 8.484 4.479 0.052
H 0.090 1.552 -3.007 0.075
H -1.209 -3.086 2.678 0.034
H 2.179 -4.209 2.338 0.056
H -4.075 3.971 0.608 0.082
H -5.369 0.533 3.836 0.072

***

# 4
125
Properties=species:S:1:pos:R:3:lowdin_charge:R:1 method="wB97M-V/def2-TZVPD" charge=+3 multiplicity=1 e_above_lowest_kj_mol=505.45 molar_mass_g_mol=963.53
Cl -2.841 0.417 -4.044 -0.398
S 3.434 1.571 3.463 0.500
S -0.487 -1.601 5.190 0.546
F -0.146 -4.177 4.277 0.174
F -2.231 -3.655 4.616 0.080
F -0.902 -3.906 6.284 0.135
F 2.937 4.271 4.280 0.117
F 1.094 3.126 3.820 0.087
F 2.287 2.761 5.563 0.157
O 4.245 2.219 2.395 -0.407
O -0.404 -2.830 -6.438 0.106
O 0.743 -1.319 4.449 -0.385
O -1.604 -0.911 4.442 -0.438
O 2.510 0.596 2.949 -0.352
O -0.499 -1.309 6.643 -0.321
O 4.291 1.080 4.535 -0.284
N -1.060 0.404 0.427 -0.024
N -0.054 -0.815 -5.261 0.076
N 4.247 5.407 1.046 -0.031
N 2.778 6.424 -0.315 -0.109
N 2.619 -1.759 -0.084 -0.011
N 4.057 -0.245 -0.792 -0.081
N -4.207 2.954 1.350 -0.064
N 0.656 1.859 0.051 -0.054
N -2.129 -8.364 -0.499 -0.085
N -2.077 -6.120 -0.339 -0.034
N -5.334 2.220 -0.510 -0.048
C -1.881 -0.607 1.133 -0.089
C -0.052 1.068 1.005 0.051
C 2.085 7.017 -1.416 -0.008
C 1.225 0.059 -5.305 0.037
C 1.736 2.825 0.225 -0.003
C -0.294 -1.582 -6.560 -0.296
C -5.463 2.684 0.778 0.065
C 2.456 -1.546 -1.467 -0.022
C -6.501 1.906 -1.334 -0.135
C 2.477 6.796 1.029 0.043
C 2.367 3.065 4.291 -0.611
C -3.102 -0.959 0.177 -0.039
C -3.996 2.128 -0.755 -0.035
C 3.191 -0.508 -1.833 -0.049
C 6.757 5.491 1.522 -0.043
C 1.780 -2.575 0.804 -0.162
C -3.311 2.681 0.314 -0.012
C 5.447 4.661 1.480 -0.166
C 2.062 -4.074 0.812 -0.040
C -1.423 -6.511 -1.539 -0.009
C 3.666 -0.938 0.305 0.074
C -2.449 -7.288 0.328 0.076
C -3.885 3.464 2.638 -0.016
C -0.938 -3.521 5.024 -0.689
C -0.019 1.647 -1.184 -0.018
C -0.478 -0.931 -7.943 0.038
C 3.750 5.451 -0.255 0.014
C -6.719 0.401 -1.173 -0.062
C -3.131 -4.644 1.517 -0.044
C 3.460 6.186 1.848 0.019
C -2.209 -9.749 -0.207 -0.001
C 5.157 0.698 -0.789 0.022
C -1.507 -7.844 -1.657 0.004
C -2.419 -4.738 0.106 -0.138
C -0.925 0.662 -0.940 -0.086
H 0.261 1.007 2.037 0.152
H -3.243 -10.053 -0.368 0.116
H 4.103 -0.945 1.293 0.177
H 1.475 0.366 -4.289 0.064
H -0.825 -0.194 -5.063 -0.027
H -4.056 -0.440 0.261 0.063
H -2.787 -7.263 1.353 0.158
H -6.878 0.079 -0.144 0.084
H -3.503 2.745 3.363 0.115
H -1.393 -0.364 -8.112 0.107
H 4.177 4.941 -1.106 0.156
H -2.199 -0.407 2.157 0.110
H -0.163 -1.469 -4.499 0.147
H -1.149 -5.721 -2.223 0.131
H -3.598 -3.684 1.735 0.074
H -1.198 -1.431 1.342 0.104
H 6.585 6.527 1.815 0.078
H 3.693 6.291 2.898 0.142
H 0.215 -0.093 -8.011 0.080
H -2.460 -4.778 2.365 0.070
H 5.029 1.408 0.029 0.074
H -7.521 -0.039 -1.765 0.089
H -0.389 -1.633 -8.772 0.109
H 6.133 0.214 -0.752 0.121
H -3.876 -5.439 1.555 0.072
H 1.137 6.484 -1.488 0.099
H 1.033 0.981 -5.853 0.107
H 1.275 3.731 -0.168 0.090
H -1.073 -8.460 -2.431 0.145
H 2.529 6.958 -2.409 0.109
H -3.523 -1.914 0.493 0.046
H -1.515 -10.354 -0.792 0.115
H -2.788 -1.212 -0.836 0.062
H -5.913 -0.218 -1.568 0.070
H -1.436 0.119 -1.721 0.034
H 1.696 7.516 1.221 0.134
H -4.685 3.921 3.221 0.110
H -3.619 1.833 -1.723 0.070
H 2.211 -4.616 -0.123 0.080
H 2.025 2.928 1.271 0.078
H 7.425 5.234 2.344 0.090
H 5.559 3.715 0.951 0.102
H -2.277 2.900 0.537 0.122
H 5.272 4.380 2.519 0.107
H -1.474 -4.266 0.375 0.100
H 0.721 -2.339 0.694 0.102
H 3.336 0.046 -2.748 0.124
H 0.349 2.057 -2.113 0.126
H -7.397 2.476 -1.087 0.135
H 2.592 2.618 -0.417 0.083
H 2.027 -0.539 -5.738 0.110
H 1.939 8.066 -1.158 0.113
H -3.316 4.393 2.617 0.109
H 7.305 5.525 0.580 0.076
H 1.757 -2.180 -1.992 0.131
H 2.099 -2.150 1.755 0.125
H 2.864 -4.096 1.550 0.095
H 4.980 1.327 -1.662 0.095
H 1.217 -4.622 1.229 0.071
H -1.957 -9.889 0.844 0.113
H -6.304 2.267 -2.343 0.139
H -2.925 -4.190 -0.689 0.121
H -6.416 2.767 1.280 0.169

***

Result set for max |F|: 5.15; 0.65; 3.26; 5.91 eV/A, one per record in the order listed.
Result set for orbital gap: 0.2410; 0.2079; 0.2667; 0.2266 hartree, one per record in the order listed.
Result set for total energy: -168202.9488; -147557.6622; -633703.0462; -118509.5854 eV, one per record in the order listed.